[1]
DFT (ωB97M-V with the def2-TZVPD basis set) results for a structure of composition C26H33N13O4RuS2Si in a non-equilibrium geometry.

Summary:
HOMO (alpha / beta) in eV: -5.605 / -5.606
Frontier orbital gap (alpha / beta) in eV: 6.52 / 6.85
Net charge: -1
Energy above the lowest of the compared OMol25 structures with the same formula, charge and spin in eV: 0.8846
Spin multiplicity: 2

```
80
C26H33N13O4RuS2Si, DFT ωB97M-V with the def2-TZVPD basis set
Ru -0.45 -0.04 -0.13
N 1.90 -1.47 2.45
C 1.30 -2.31 1.56
N 1.51 -3.62 1.48
N 0.72 -4.02 0.48
N 0.08 -3.04 -0.02
N 0.40 -1.93 0.63
C 1.60 -0.14 2.54
N 1.91 0.61 3.59
N 1.44 1.80 3.32
N 0.87 1.80 2.17
N 0.94 0.58 1.62
H 2.44 -1.86 3.20
C -1.20 -1.06 4.05
C -2.16 -0.22 3.26
C -3.19 0.47 3.88
C -4.05 1.23 3.10
C -3.91 1.23 1.73
C -2.88 0.46 1.16
N -2.00 -0.20 1.95
N -2.65 0.33 -0.15
Si -3.82 0.06 -1.38
C -5.06 -1.20 -0.65
C -4.83 1.60 -1.92
C -2.89 -0.62 -2.89
H -1.68 -1.43 4.96
H -0.34 -0.46 4.34
H -0.85 -1.89 3.45
H -3.31 0.41 4.95
H -4.84 1.82 3.56
H -4.56 1.80 1.08
H -5.61 -0.77 0.19
H -4.53 -2.07 -0.28
H -5.79 -1.53 -1.38
H -5.28 2.13 -1.08
H -5.63 1.29 -2.57
H -4.22 2.31 -2.47
H -2.12 -1.32 -2.59
H -2.40 0.18 -3.45
H -3.56 -1.14 -3.58
C 5.66 -5.03 -1.50
C 5.26 -3.60 -1.30
C 5.63 -2.63 -2.23
C 5.29 -1.30 -2.04
C 4.57 -0.95 -0.91
C 4.21 -1.89 0.03
C 4.55 -3.22 -0.17
S 4.04 0.75 -0.69
O 3.74 0.98 0.69
O 5.00 1.60 -1.34
N 2.62 0.88 -1.53
C 2.70 0.65 -2.96
C 1.33 0.75 -3.61
C 0.51 -0.55 -3.33
O 0.18 -1.25 -4.27
O 0.29 -0.78 -2.11
H 5.77 -5.26 -2.56
H 4.93 -5.70 -1.06
H 6.62 -5.21 -1.02
H 6.19 -2.91 -3.11
H 5.58 -0.53 -2.73
H 3.67 -1.57 0.90
H 4.25 -3.95 0.56
H 1.86 0.38 -1.07
H 3.13 -0.34 -3.18
H 3.37 1.42 -3.35
H 1.42 0.86 -4.70
H 0.78 1.59 -3.19
S -0.48 2.40 -1.00
C -1.42 3.31 0.08
N -1.01 3.39 1.38
C -1.64 4.16 2.28
C -2.71 4.92 1.94
C -3.18 4.87 0.61
C -2.53 4.08 -0.31
H -0.16 2.78 1.68
H -1.23 4.12 3.28
H -3.20 5.55 2.67
H -4.03 5.46 0.32
H -2.86 4.01 -1.33
```


[2]
DFT (ωB97M-V with the def2-TZVPD basis set) results for a cluster of 3 separate species, C4H7NO2 in total in a non-equilibrium geometry.

Summary:
HOMO in eV: -9.849
Frontier orbital gap in eV: 10.97
Energy above the lowest of the compared OMol25 structures with the same formula, charge and spin in eV: 2.3447

```
14
C4H7NO2, DFT ωB97M-V with the def2-TZVPD basis set
C 1.52 0.85 0.12
C 1.76 -0.60 -0.19
C -1.65 -0.75 1.11
N -1.82 0.41 0.62
C -1.63 0.47 -2.23
O -0.56 0.27 -2.57
O 0.91 -1.44 -0.35
H 0.46 1.06 0.26
H 1.92 1.45 -0.70
H 2.09 1.13 1.02
H 2.83 -0.89 -0.28
H -0.63 -1.10 1.27
H -2.45 -1.45 1.36
H -2.81 0.60 0.47
```


[3]
DFT (ωB97M-V with the def2-TZVPD basis set) results for an isolated molecule of C5H3N in a non-equilibrium geometry.

Summary:
HOMO (alpha / beta) in eV: -8.907 / -8.906
Frontier orbital gap (alpha / beta) in eV: 8.68 / 8.68
SMILES: C=C=C1C2=N[C@H]12
Energy above the lowest of the compared OMol25 structures with the same formula, charge and spin in eV: 3.8922

```
9
C5H3N, DFT ωB97M-V with the def2-TZVPD basis set
C -0.02 -0.19 0.13
C 1.23 0.03 0.00
C 2.44 -0.97 -0.34
C -1.24 -0.55 0.02
C 2.41 0.77 -0.02
N 3.34 -0.23 0.23
H -2.05 -1.06 0.69
H -1.64 -0.24 -1.01
H 2.69 1.60 -0.59
```


[4]
DFT (ωB97M-V with the def2-TZVPD basis set) results for a cluster of 2 separate species, C28H52N8O5PS3 in total in a non-equilibrium geometry.

Summary:
HOMO in eV: -10.916
Frontier orbital gap in eV: 8.66
Net charge: +1
Energy above the lowest of the compared OMol25 structures with the same formula, charge and spin in eV: 0.0000

```
97
C28H52N8O5PS3, DFT ωB97M-V with the def2-TZVPD basis set
C -1.10 2.17 3.22
C -2.10 1.19 2.65
N -3.35 1.38 2.72
C -1.60 -0.13 2.09
C -0.90 -0.35 0.69
C -0.62 -1.86 0.65
C 0.34 -2.45 -0.40
C 0.06 -3.93 -0.73
C -0.28 -4.79 0.48
N 0.82 -4.83 1.42
C 0.68 -4.80 2.79
C 1.91 -4.88 3.36
C 2.87 -4.97 2.30
C 2.16 -4.94 1.13
C 0.38 0.48 0.70
C 1.54 -0.09 1.53
C 2.47 1.02 2.06
S 3.90 1.32 0.97
C 4.93 0.00 1.40
N 6.21 -0.01 1.36
N 6.60 -1.29 1.73
C 5.53 -1.92 1.99
O 4.41 -1.18 1.80
C 0.78 0.66 -0.78
C -0.56 0.74 -1.52
P -0.37 0.20 -3.28
S -1.63 0.95 -4.55
N -1.65 0.12 -0.62
C -2.60 1.26 -0.33
C -3.26 1.96 -1.50
C -4.33 2.88 -0.87
C -4.52 4.23 -1.56
S -3.23 5.40 -1.14
O -3.78 6.71 -1.19
O -2.54 4.90 0.02
O -2.23 5.31 -2.37
C -2.38 -0.94 -1.41
C -3.77 -1.54 -0.95
N -3.97 -1.52 0.49
N -4.92 -0.86 -1.51
N -3.76 -2.85 -1.58
H -1.45 2.52 4.19
H -1.04 3.05 2.57
H -0.10 1.76 3.32
H -3.57 2.25 3.20
H -2.40 -0.85 2.24
H -0.80 -0.43 2.77
H -1.58 -2.37 0.55
H -0.25 -2.13 1.64
H 0.33 -1.89 -1.33
H 1.36 -2.41 -0.02
H -0.74 -4.03 -1.48
H 0.96 -4.34 -1.20
H -0.55 -5.80 0.15
H -1.14 -4.41 1.03
H -0.29 -4.73 3.26
H 2.12 -4.89 4.42
H 3.94 -5.07 2.40
H 2.51 -5.01 0.11
H 0.19 1.50 1.03
H 1.20 -0.70 2.36
H 2.15 -0.73 0.88
H 1.98 1.99 2.07
H 2.85 0.77 3.04
H 5.43 -2.94 2.34
H 1.44 -0.12 -1.14
H 1.30 1.61 -0.90
H -0.76 1.80 -1.67
H 0.95 0.60 -3.48
H -0.29 -1.20 -3.25
H -2.02 2.01 0.21
H -3.33 0.88 0.38
H -2.54 2.56 -2.05
H -3.73 1.30 -2.23
H -4.10 3.05 0.18
H -5.30 2.37 -0.88
H -4.59 4.16 -2.64
H -5.43 4.70 -1.18
H -1.66 4.53 -2.25
H -2.58 -0.49 -2.39
H -1.69 -1.75 -1.60
H -3.75 -2.41 0.91
H -4.92 -1.27 0.72
H -4.81 -0.69 -2.51
H -5.12 0.01 -1.04
H -2.96 -3.39 -1.28
H -4.59 -3.35 -1.29
C 6.20 1.86 -1.88
C 5.75 3.30 -1.93
O 4.66 3.64 -1.53
C 6.73 4.30 -2.51
H 5.41 1.26 -1.45
H 6.42 1.50 -2.89
H 7.10 1.76 -1.28
H 6.98 4.03 -3.54
H 7.65 4.29 -1.93
H 6.29 5.29 -2.49
```